Record 1
Entry from OMol25: a cluster of 8 separate species, C26H49N3O10 in total (ωB97M-V/def2-TZVPD).

Cartesian coordinates (Å):
C1 15.549 9.501 10.685
C2 16.070 10.847 10.167
O1 15.617 11.033 8.821
C3 16.129 10.279 7.825
C4 15.341 10.480 6.555
O2 16.966 9.390 8.093
H1 15.933 8.718 10.017
H2 14.466 9.609 10.749
H3 15.911 9.323 11.708
H4 15.703 11.749 10.642
H5 17.149 10.933 10.127
H6 15.424 9.514 6.046
H7 15.716 11.249 5.876
H8 14.307 10.732 6.769
C5 12.976 14.691 15.369
C6 12.428 15.999 14.829
O3 13.484 16.937 15.143
C7 13.279 18.212 14.796
C8 14.584 18.994 15.017
O4 12.194 18.642 14.509
H9 12.404 13.826 15.035
H10 12.930 14.637 16.462
H11 13.998 14.461 15.032
H12 12.366 15.974 13.728
H13 11.460 16.390 15.189
H14 15.019 18.484 15.863
H15 14.452 20.047 15.268
H16 15.267 18.920 14.147
C9 9.932 13.469 12.683
C10 10.384 12.077 12.319
O5 11.320 11.550 13.274
C11 12.594 11.760 13.038
C12 13.464 11.093 14.028
O6 13.046 12.313 11.966
H17 10.769 14.161 12.595
H18 9.576 13.505 13.722
H19 9.135 13.780 11.990
H20 9.660 11.266 12.319
H21 10.877 11.974 11.387
H22 13.372 11.635 14.947
H23 14.484 11.063 13.652
H24 13.076 10.097 14.113
C13 10.657 10.842 16.662
C14 10.168 9.404 16.465
O7 11.071 8.722 15.531
C15 10.656 8.519 14.301
C16 11.571 7.589 13.530
O8 9.569 8.929 13.893
H25 10.529 11.409 15.752
H26 11.715 10.781 16.939
H27 10.075 11.275 17.472
H28 10.284 8.831 17.383
H29 9.152 9.316 16.136
H30 11.442 6.591 13.959
H31 12.650 7.799 13.642
H32 11.303 7.486 12.478
C17 14.053 14.787 10.153
C18 14.427 15.180 11.569
O9 15.796 15.582 11.717
C19 16.076 16.885 12.015
C20 17.495 17.184 12.200
O10 15.222 17.759 12.111
H33 14.773 14.014 9.836
H34 14.187 15.724 9.569
H35 12.994 14.533 10.244
H36 13.855 16.009 11.974
H37 14.300 14.320 12.221
H38 17.490 18.189 12.627
H39 17.979 17.212 11.226
H40 17.965 16.475 12.886
C21 11.904 9.560 9.676
C22 12.680 8.765 8.706
N1 13.251 8.098 7.966
H41 10.890 9.641 9.287
H42 12.328 10.563 9.806
H43 11.876 8.991 10.604
C23 14.977 9.148 16.651
C24 15.611 8.981 15.400
N2 16.157 8.901 14.356
H44 14.953 10.199 16.922
H45 15.515 8.563 17.370
H46 13.983 8.748 16.550
C25 7.037 11.192 14.668
C26 6.478 12.354 15.507
N3 6.098 13.270 16.085
H47 8.114 11.249 14.530
H48 6.584 11.150 13.693
H49 6.822 10.234 15.143

Values from the calculation:
Kohn-Sham gap = 10.02 eV
SMILES = CCOC(C)=O.CCOC(C)=O.CCOC(C)=O.CCOC(C)=O.CCOC(C)=O.CC#N.CC#N.CC#N
net charge = 0
E_HOMO = -9.91 eV
largest force on an atom = 5.77 eV/A

=====

Record 2
Entry from OMol25: the molecule C7H12N2 (ωB97M-V/def2-TZVPD).

Cartesian coordinates (Å):
C1 2.728 0.990 -0.606
C2 1.465 0.242 -0.889
C3 0.434 0.127 -0.067
C4 0.329 0.752 1.291
C5 -0.752 -0.835 -0.496
C6 -0.594 -2.100 0.357
N1 -2.207 -0.530 -0.481
C7 -2.856 0.461 -0.280
N2 -3.668 1.277 0.093
H1 3.590 0.365 -0.842
H2 2.791 1.294 0.435
H3 2.781 1.878 -1.237
H4 1.435 -0.242 -1.858
H5 -0.686 0.669 1.670
H6 0.602 1.807 1.265
H7 0.999 0.247 1.987
H8 -0.557 -1.100 -1.543
H9 -1.206 -2.905 -0.042
H10 -0.906 -1.897 1.380
H11 0.447 -2.415 0.360
H12 -4.169 1.914 -0.497

Values from the calculation:
energy above the lowest of the compared OMol25 structures with the same formula, charge and spin = 97.6 kJ/mol
Kohn-Sham gap = 10.05 eV
SMILES = C/C=C(\C)[C@@H](C)N=C=N
net charge = 0
E_HOMO = -9.18 eV
largest force on an atom = 2.29 eV/A

=====

Record 3
Entry from OMol25: a structure of composition C30H30Cl2N4O9Os (ωB97M-V/def2-TZVPD).

Cartesian coordinates (Å):
Os1 0.301 0.058 -0.597
O1 4.303 4.439 -0.719
C1 4.966 3.320 -0.532
O2 6.150 3.291 -0.306
C2 4.172 2.052 -0.627
C3 4.707 0.773 -0.550
Cl1 6.294 0.336 -0.163
N1 3.703 -0.126 -0.737
N2 2.542 0.535 -0.918
C4 2.804 1.832 -0.858
C5 1.639 2.787 -0.952
O3 1.865 3.998 -0.976
O4 0.489 2.248 -0.988
C6 3.771 -1.557 -0.802
C7 4.857 -2.182 -1.405
C8 4.906 -3.566 -1.464
C9 3.874 -4.332 -0.949
C10 2.779 -3.708 -0.371
C11 2.733 -2.328 -0.287
H1 3.315 4.300 -0.825
H2 5.653 -1.603 -1.843
H3 5.758 -4.041 -1.932
H4 3.917 -5.411 -1.010
H5 1.957 -4.294 0.016
H6 1.897 -1.856 0.205
C12 0.816 3.060 3.698
C13 1.092 1.671 4.274
C14 0.071 0.615 3.795
C15 0.412 -0.774 4.391
C16 -0.479 -1.895 3.852
C17 -1.308 0.997 4.297
O5 -1.585 1.131 5.458
N3 -2.284 1.179 3.318
C18 -2.037 1.131 1.980
O6 -3.072 1.451 1.269
N4 -0.891 0.788 1.479
C19 0.172 0.506 2.292
O7 1.213 0.153 1.751
H7 1.581 3.762 4.026
H8 -0.151 3.441 4.033
H9 0.826 3.047 2.605
H10 1.057 1.701 5.363
H11 2.081 1.333 3.966
H12 0.303 -0.702 5.473
H13 1.455 -0.987 4.157
H14 -1.529 -1.727 4.105
H15 -0.182 -2.847 4.289
H16 -0.395 -1.988 2.767
H17 -3.215 1.437 3.615
C20 -5.229 0.322 0.003
C21 -3.962 0.525 -0.831
C22 -4.326 1.043 -2.221
C23 -3.000 1.522 -0.181
H18 -5.938 -0.288 -0.556
H19 -5.698 1.283 0.228
H20 -5.015 -0.185 0.943
H21 -3.444 -0.434 -0.930
H22 -4.949 1.936 -2.133
H23 -4.884 0.283 -2.767
H24 -3.437 1.296 -2.801
H25 -1.977 1.348 -0.504
H26 -3.278 2.546 -0.433
Cl2 -3.398 -0.491 -7.012
C24 -2.713 -1.034 -5.517
C25 -2.890 -2.350 -5.118
C26 -2.341 -2.776 -3.920
C27 -1.632 -1.896 -3.110
C28 -1.464 -0.581 -3.534
C29 -1.998 -0.142 -4.734
C30 -1.120 -2.412 -1.776
O8 -0.923 -3.599 -1.628
O9 -1.019 -1.534 -0.805
H27 -3.457 -3.029 -5.740
H28 -2.455 -3.801 -3.595
H29 -0.890 0.119 -2.933
H30 -1.865 0.881 -5.058

Values from the calculation:
energy above the lowest of the compared OMol25 structures with the same formula, charge and spin = 147.1 kJ/mol
Kohn-Sham gap (spin up / spin down) = 7.84 / 7.57 eV
net charge = 0
E_HOMO (spin up / spin down) = -8.37 / -8.45 eV
2S+1 = 5
largest force on an atom = 1.31 eV/A